{
  "formula": "C2CaF6NO3S2",
  "method": "ωB97M-V with the def2-TZVPD basis set",
  "elements": ["O", "S", "F", "Ca", "F", "F", "F", "F", "N", "C", "O", "O", "C", "F", "S"],
  "coordinates": [[-1.577, -0.233, 2.237], [-0.967, 0.118, 0.939], [2.705, 0.443, -1.427], [-0.364, 2.320, -1.120], [-2.668, -0.147, -1.071], [2.233, -1.323, -0.259], [-1.542, -1.987, -0.554], [3.978, -0.150, 0.208], [0.576, 0.144, 1.473], [-2.162, -0.919, -0.089], [-0.124, 0.564, -2.099], [-1.386, 1.504, 0.481], [2.718, -0.088, -0.208], [-3.211, -1.324, 0.607], [1.791, 1.078, 0.881]],
  "mulliken_charge": [-0.68, 1.16, -0.24, 1.48, -0.21, -0.21, -0.23, -0.23, -0.37, 0.66, -0.76, -0.83, 0.82, -0.18, -0.17],
  "multiplicity": 2,
  "total_charge": 0,
  "lumo_ev": [-1.70, -1.87],
  "fmax_ev_per_a": 6.25
}


{
  "formula": "C2CdF6NO4S2",
  "method": "ωB97M-V with the def2-TZVPD basis set",
  "elements": ["Cd", "O", "O", "O", "N", "C", "C", "F", "F", "F", "F", "F", "S", "O", "F", "S"],
  "coordinates": [[1.525, 0.009, 0.456], [0.559, 0.172, 2.075], [-1.280, -1.307, 3.054], [1.123, -1.521, -0.866], [1.981, 0.739, -1.432], [0.217, -0.564, -3.120], [-1.630, 1.295, 3.034], [-0.833, -0.077, -2.462], [-2.954, 1.210, 3.146], [0.473, 0.238, -4.155], [-1.333, 2.420, 2.391], [-1.102, 1.344, 4.249], [-1.012, -0.201, 2.079], [2.668, -1.355, -2.862], [-0.111, -1.765, -3.594], [1.708, -0.638, -1.993]],
  "mulliken_charge": [0.79, -0.67, -0.62, -0.77, -0.92, 0.67, 0.64, -0.25, -0.23, -0.25, -0.24, -0.24, 0.70, -0.64, -0.24, 1.25],
  "total_charge": -1,
  "lumo_ev": 2.88,
  "fmax_ev_per_a": 5.15
}


{
  "formula": "C2Cl2N2O4",
  "method": "ωB97M-V with the def2-TZVPD basis set",
  "elements": ["Cl", "O", "Cl", "N", "N", "O", "C", "O", "O", "C"],
  "coordinates": [[-2.080, -1.881, -0.555], [1.059, 1.123, -1.744], [-0.688, -0.885, -2.767], [0.961, 0.790, -0.587], [-0.301, -0.194, 1.432], [1.771, 1.014, 0.283], [-0.145, -0.091, -0.207], [-0.532, -1.262, 1.860], [-0.218, 0.836, 1.945], [-0.796, -0.889, -1.066]],
  "mulliken_charge": [-0.10, -0.56, -0.07, 0.98, 1.00, -0.54, -0.04, -0.53, -0.50, 0.37],
  "smiles": "O=[N+]([O-])C(=C(Cl)Cl)[N+](=O)[O-]",
  "total_charge": 0,
  "lumo_ev": -1.37,
  "fmax_ev_per_a": 5.09
}


{
  "formula": "C2Cl2N2O4",
  "method": "ωB97M-V with the def2-TZVPD basis set",
  "elements": ["C", "O", "Cl", "N", "Cl", "O", "O", "N", "C", "O"],
  "coordinates": [[1.685, -0.101, -0.001], [-0.561, 1.391, -0.459], [2.652, -0.435, 1.327], [-0.530, -1.327, -0.346], [2.403, 1.144, -1.028], [-2.102, 1.637, 1.008], [-1.642, -0.298, 0.354], [-1.400, 1.016, 0.269], [0.614, -0.855, -0.203], [-1.118, -2.173, -0.922]],
  "mulliken_charge": [0.40, -0.55, -0.11, 0.67, -0.09, -0.59, -0.41, 1.15, 0.07, -0.54],
  "smiles": "O=[N+]([O-])O[N+]([O-])=C=C(Cl)Cl",
  "total_charge": 0,
  "lumo_ev": -1.65,
  "fmax_ev_per_a": 2.67
}


{
  "formula": "C2Cl3IS",
  "method": "ωB97M-V with the def2-TZVPD basis set",
  "elements": ["I", "Cl", "S", "Cl", "C", "C", "Cl"],
  "coordinates": [[-2.739, 0.206, 0.150], [2.039, -0.185, -0.340], [-0.589, -2.367, -0.095], [0.143, 1.865, -1.161], [-0.996, -0.866, 0.069], [0.601, 0.706, 0.009], [0.532, 1.307, 1.646]],
  "mulliken_charge": [0.25, -0.11, -0.12, -0.08, -0.04, 0.18, -0.09],
  "total_charge": 0,
  "lumo_ev": -0.85,
  "fmax_ev_per_a": 3.10
}


{
  "formula": "C2Cl8",
  "method": "ωB97M-V with the def2-TZVPD basis set",
  "elements": ["Cl", "Cl", "Cl", "C", "Cl", "Cl", "Cl", "Cl", "Cl", "C"],
  "coordinates": [[0.080, 2.835, 2.967], [1.122, -2.366, -0.002], [-0.423, 0.118, 1.949], [0.450, -1.890, -1.552], [-0.863, -2.936, -2.077], [1.785, -1.946, -2.804], [-2.145, 2.391, 1.296], [-0.064, -0.217, -1.517], [0.531, 2.181, 0.161], [-0.472, 1.831, 1.579]],
  "mulliken_charge": [-0.11, -0.09, -0.05, 0.37, -0.09, -0.13, -0.10, -0.06, -0.10, 0.35],
  "smiles": "ClC(Cl)(Cl)Cl.ClC(Cl)(Cl)Cl",
  "total_charge": 0,
  "lumo_ev": 0.11,
  "fmax_ev_per_a": 1.41
}


{
  "formula": "C2ClF3",
  "method": "ωB97M-V with the def2-TZVPD basis set",
  "elements": ["F", "Cl", "F", "F", "C", "C"],
  "coordinates": [[1.502, -0.784, -0.552], [-0.703, -0.783, -1.908], [-1.403, 0.901, 0.622], [0.570, 0.520, 1.755], [-0.190, 0.446, 0.643], [0.225, -0.300, -0.561]],
  "mulliken_charge": [-0.21, -0.11, -0.17, -0.19, 0.37, 0.30],
  "smiles": "FC(F)=C(F)Cl",
  "total_charge": 0,
  "lumo_ev": 0.75,
  "fmax_ev_per_a": 7.36
}


{
  "formula": "C2ClNa6O10",
  "method": "ωB97M-V with the def2-TZVPD basis set",
  "elements": ["O", "C", "Na", "O", "O", "O", "C", "Na", "O", "O", "Na", "Na", "Na", "O", "O", "O", "O", "Cl", "Na"],
  "coordinates": [[2.389, -17.035, 15.648], [3.251, -13.031, 13.103], [5.346, -14.328, 10.384], [0.277, -17.574, 14.898], [3.932, -12.954, 14.124], [1.920, -17.650, 13.322], [4.667, -16.872, 11.017], [7.545, -16.180, 8.556], [5.204, -16.679, 9.946], [3.914, -17.888, 11.295], [5.712, -14.559, 13.756], [2.328, -15.469, 11.584], [2.727, -19.532, 10.134], [1.889, -19.189, 15.114], [3.929, -13.266, 12.114], [2.045, -13.121, 13.113], [4.779, -16.090, 11.913], [1.630, -17.872, 14.773], [4.387, -18.484, 13.619]],
  "mulliken_charge": [-0.58, 0.65, 0.92, -0.65, -0.84, -0.58, 0.64, 0.92, -0.85, -0.85, 0.87, 0.75, 1.00, -0.59, -0.71, -0.72, -0.75, 1.55, 0.81],
  "total_charge": 1,
  "lumo_ev": -5.80,
  "fmax_ev_per_a": 10.37
}